Record 1
65
Properties=species:S:1:pos:R:3:forces:R:3 method="wB97M-V/def2-TZVPD" total_energy_ha=-3973.0436 relative_energy_kcal_mol=27.62 multiplicity=5 homo_energy_ev="-3.13 / -5.30" largest_force_ev_per_a=0.42 gap_ev="5.660 / 7.876" charge=-1
Fe 0.454 -1.394 0.693 -0.19 -0.12 0.17
C 3.429 1.167 2.692 -0.06 -0.07 0.03
C 2.724 0.107 1.903 -0.03 -0.09 0.03
N 1.399 -0.066 2.033 -0.14 0.08 -0.03
N 0.739 0.955 2.702 0.14 -0.06 -0.01
C 0.137 0.824 3.889 0.07 -0.02 -0.02
N -0.721 1.877 4.165 -0.02 -0.03 0.00
S 0.411 -0.409 4.971 -0.02 0.03 -0.03
C 3.376 -0.762 1.001 0.00 -0.02 0.03
C 4.776 -0.778 0.747 -0.01 0.01 0.02
C 5.298 -1.682 -0.133 0.00 -0.04 -0.04
C 4.452 -2.599 -0.789 0.00 0.03 0.04
C 3.101 -2.531 -0.515 0.00 0.03 0.01
N 2.568 -1.654 0.334 0.03 0.02 -0.09
H 3.207 2.165 2.303 0.02 0.01 0.00
H 4.507 1.032 2.679 0.01 0.00 -0.01
H 3.090 1.130 3.729 0.02 0.03 0.00
H 0.637 1.820 2.188 -0.09 0.03 -0.07
H -1.325 2.136 3.394 0.01 0.01 0.00
H -1.230 1.715 5.019 -0.02 0.00 0.04
H 5.426 -0.074 1.245 0.00 0.00 0.01
H 6.364 -1.690 -0.327 0.00 0.00 0.00
H 4.831 -3.329 -1.490 0.00 0.00 0.00
H 2.391 -3.195 -0.996 -0.01 0.01 0.00
C -1.663 3.490 -3.228 0.02 0.00 -0.03
C -1.281 2.242 -4.020 -0.04 -0.03 0.02
C -2.194 1.065 -3.674 0.05 0.05 0.00
C 0.200 1.890 -3.838 -0.06 0.01 0.00
N 0.501 1.442 -2.487 0.04 0.06 -0.12
C 0.332 0.222 -1.987 -0.18 -0.08 0.12
N 0.578 0.291 -0.700 0.15 -0.06 -0.06
N 0.921 1.574 -0.432 0.00 -0.08 -0.02
N 0.870 2.275 -1.500 -0.03 0.00 0.01
H -2.712 3.737 -3.395 0.00 0.00 0.00
H -1.057 4.353 -3.513 0.00 0.00 0.01
H -1.527 3.325 -2.158 -0.01 0.00 0.01
H -1.385 2.462 -5.088 0.00 0.01 0.00
H -2.233 0.886 -2.597 0.00 -0.03 0.00
H -1.871 0.129 -4.134 0.00 0.00 0.00
H -3.214 1.274 -3.999 0.00 0.00 0.00
H 0.843 2.745 -4.044 0.00 0.01 0.01
H 0.472 1.071 -4.503 0.02 0.00 0.00
H -0.004 -0.674 -2.537 0.08 0.03 -0.05
N -2.818 -2.478 1.463 0.09 -0.05 0.05
C -2.890 -1.129 1.427 -0.03 0.12 -0.03
C -4.111 -0.480 1.731 0.02 0.01 -0.01
C -4.190 0.882 1.666 -0.04 0.01 0.01
C -3.057 1.613 1.297 0.03 -0.04 -0.01
C -1.903 0.905 1.047 0.04 0.09 -0.02
N -1.782 -0.426 1.132 -0.01 -0.12 0.03
H -3.697 -2.963 1.421 -0.04 0.01 -0.01
H -2.082 -2.896 0.885 0.02 0.01 -0.01
H -4.972 -1.082 1.992 0.00 0.00 0.00
H -5.125 1.385 1.883 0.00 -0.01 0.00
H -3.077 2.688 1.187 0.01 0.00 0.00
H -1.007 1.436 0.752 -0.08 -0.03 0.04
C 0.534 -2.855 2.143 -0.01 0.08 -0.04
H -0.431 -2.777 2.642 -0.01 0.00 0.01
H 1.342 -2.545 2.800 -0.01 0.02 -0.03
H 0.690 -3.831 1.691 0.00 0.00 -0.01
O -1.934 -4.065 -2.762 -0.10 -0.03 0.03
S -1.508 -2.761 -2.303 -0.13 -0.03 -0.02
O -2.581 -1.862 -1.891 0.02 0.12 0.03
O -0.585 -2.111 -3.254 0.07 -0.02 0.03
S -0.431 -3.210 -0.550 0.39 0.16 -0.02

---

Record 2
56
Properties=species:S:1:pos:R:3:forces:R:3 method="wB97M-V/def2-TZVPD" total_energy_ha=-1547.9127 relative_energy_kcal_mol=0.00 homo_energy_ev=-3.83 largest_force_ev_per_a=1.86 gap_ev=6.080 charge=-1
C -1.423 -1.465 1.707 0.23 0.67 -0.58
C -1.286 -0.496 0.522 0.63 -0.82 0.11
O -1.289 -1.261 -0.669 -0.35 0.08 -0.09
N 0.035 -1.366 -1.189 0.58 1.29 -0.60
C -0.081 -2.032 -2.489 -0.13 -1.03 1.54
O -0.946 -1.369 -3.347 0.40 0.12 -0.20
C -0.479 -0.204 -3.964 -0.46 0.77 -0.18
C -0.362 1.002 -3.046 0.25 -0.17 0.18
C -0.713 -3.481 -2.208 -0.27 -0.84 -0.01
O -0.289 -4.061 -1.169 0.10 0.65 -0.34
O -1.522 -3.893 -3.045 0.05 0.07 -0.04
P 1.599 -2.438 -3.194 -0.11 -0.40 -0.90
C 2.433 -3.502 -1.941 0.28 0.84 -0.12
C 2.701 -0.932 -3.219 0.07 0.18 -0.34
C 3.273 -0.784 -4.637 0.05 -0.68 0.41
H -0.428 -1.792 1.992 0.10 -0.11 0.38
H -1.955 -2.339 1.358 -0.34 -0.13 0.11
H -1.935 -0.958 2.521 0.01 -0.20 0.39
H -2.071 0.253 0.514 -0.34 0.03 -0.27
H -0.324 0.009 0.566 -0.03 0.35 0.07
H 0.564 -1.993 -0.589 -0.43 -0.52 0.02
H -1.249 0.067 -4.684 -0.19 -0.21 -0.26
H 0.419 -0.351 -4.564 0.33 -0.30 0.13
H -0.037 1.877 -3.603 -0.09 0.20 -0.22
H -1.333 1.179 -2.598 -0.14 0.17 0.13
H 0.347 0.841 -2.244 0.06 -0.09 0.19
H 2.019 -4.496 -1.940 -0.21 -0.17 0.11
H 3.473 -3.522 -2.262 0.22 -0.16 -0.18
H 2.438 -3.065 -0.950 -0.18 -0.11 0.34
H 3.551 -1.026 -2.548 -0.04 -0.14 0.40
H 2.173 -0.024 -2.959 -0.17 0.12 0.31
H 3.630 -1.765 -4.942 0.22 -0.13 -0.21
H 2.503 -0.527 -5.350 -0.13 0.31 -0.21
H 4.117 -0.101 -4.673 -0.01 0.34 -0.11
N 1.585 0.829 1.782 0.14 0.08 0.19
C 0.876 1.351 2.779 -0.13 0.05 -0.11
C 1.296 1.360 4.101 0.02 -0.01 -0.01
C 2.521 0.788 4.404 0.03 0.00 0.06
C 3.271 0.237 3.379 -0.03 0.01 0.01
C 2.758 0.284 2.091 0.03 -0.04 -0.15
H -0.080 1.781 2.495 -0.02 -0.02 0.04
H 0.676 1.800 4.870 -0.03 0.00 -0.01
H 2.884 0.772 5.424 0.00 0.00 0.00
H 4.231 -0.222 3.571 0.00 -0.02 -0.02
H 3.311 -0.135 1.257 0.03 -0.03 0.03
N -3.017 2.677 1.633 -0.01 0.06 0.09
C -2.568 3.751 2.278 0.07 0.00 -0.07
C -3.137 4.243 3.443 -0.01 -0.02 0.00
C -4.238 3.584 3.965 -0.03 0.02 0.06
C -4.719 2.465 3.306 0.03 0.03 0.00
C -4.073 2.054 2.149 0.00 -0.11 -0.11
H -1.705 4.236 1.833 0.00 0.03 0.04
H -2.727 5.120 3.927 0.02 0.01 -0.01
H -4.713 3.936 4.872 0.00 0.00 0.00
H -5.575 1.920 3.679 0.00 -0.02 -0.01
H -4.412 1.181 1.603 -0.03 -0.01 0.03

---

Record 3
61
Properties=species:S:1:pos:R:3:forces:R:3 method="wB97M-V/def2-TZVPD" total_energy_ha=-2303.8112 relative_energy_kcal_mol=0.68 smiles="CC[C@@](C#N)([C@](N)(S)C#N)S(C)(=O)=O.O=C1CCCO1.O=C1CCCO1.O=C1CCCO1" homo_energy_ev=-9.28 largest_force_ev_per_a=5.89 gap_ev=9.722
C -1.387 -3.020 1.543 0.22 -0.72 1.05
C -2.071 -1.668 2.094 1.36 0.32 -0.56
C -3.372 -1.190 1.285 0.43 -0.60 -1.07
C -3.205 -1.295 -0.321 -0.17 -0.36 -2.26
N -3.128 -1.361 -1.517 -0.23 0.35 5.65
C -4.744 -1.906 1.717 -2.38 -1.61 -0.13
N -5.891 -1.604 0.765 0.18 -1.10 0.74
S -5.356 -1.342 3.419 0.51 -0.03 0.40
C -4.661 -3.504 1.798 1.85 -2.80 0.17
N -4.490 -4.693 1.884 -1.10 5.77 -0.44
S -3.531 0.670 1.628 -1.52 4.33 3.37
C -2.335 1.650 0.548 -0.30 -0.22 -0.31
O -3.072 0.951 3.061 -0.79 -1.66 -3.77
O -4.917 1.202 1.368 3.04 -1.87 -0.17
H -0.258 -2.902 1.300 -2.36 0.07 0.31
H -1.935 -3.498 0.659 0.83 0.79 1.22
H -1.423 -3.777 2.421 -0.01 1.06 -1.65
H -1.277 -0.832 1.967 -1.46 -1.22 0.24
H -2.250 -1.735 3.230 -0.21 0.23 -1.96
H -6.602 -1.055 1.283 0.90 -0.19 -0.62
H -6.345 -2.518 0.568 0.43 0.94 -0.07
H -6.644 -1.854 3.506 1.16 -0.03 -0.79
H -1.559 0.930 0.118 -1.00 1.24 0.54
H -1.895 2.477 1.206 -0.65 -1.69 -0.74
H -2.978 2.174 -0.243 0.95 -1.19 1.07
O -0.930 4.043 -0.267 -0.80 0.39 0.04
C -1.821 4.764 -0.640 0.85 -0.59 -0.02
C -1.681 5.900 -1.616 -0.14 0.51 0.07
C -2.970 6.663 -1.403 -0.04 0.62 -0.22
C -3.925 5.576 -0.970 -0.61 0.20 -0.09
O -3.120 4.629 -0.259 0.55 -0.09 0.08
H -1.610 5.494 -2.628 0.14 -0.03 0.08
H -0.808 6.511 -1.385 0.11 -0.34 -0.16
H -3.309 7.208 -2.286 -0.05 -0.08 0.10
H -2.839 7.386 -0.591 -0.05 -0.07 -0.09
H -4.391 5.069 -1.820 0.04 -0.01 0.06
H -4.709 5.958 -0.314 0.10 -0.28 0.04
O 1.116 -4.766 0.630 0.26 0.85 -0.11
C 1.867 -3.962 0.137 -0.66 -0.85 0.09
C 3.173 -4.284 -0.536 0.43 0.29 0.19
C 3.847 -2.929 -0.593 0.40 -0.39 -0.18
C 2.671 -1.983 -0.667 0.15 0.67 -0.17
O 1.624 -2.621 0.078 -0.02 -0.73 0.19
H 2.970 -4.680 -1.534 -0.04 -0.11 0.11
H 3.752 -4.996 0.052 -0.31 -0.20 -0.17
H 4.538 -2.820 -1.425 -0.31 -0.10 0.17
H 4.404 -2.757 0.334 -0.03 0.05 -0.11
H 2.325 -1.831 -1.694 -0.02 -0.06 0.04
H 2.899 -1.015 -0.224 -0.27 -0.19 -0.04
O 4.566 0.407 -0.128 0.48 -0.49 -0.56
C 5.576 0.073 -0.693 -0.60 0.42 0.77
C 6.873 0.833 -0.690 0.28 0.15 -0.42
C 7.623 0.188 -1.835 0.54 0.31 -0.27
C 7.066 -1.216 -1.840 0.38 -0.36 -0.29
O 5.709 -1.087 -1.397 0.09 0.90 0.10
H 7.377 0.675 0.267 -0.13 0.11 0.02
H 6.706 1.895 -0.867 -0.11 -0.10 0.36
H 8.708 0.220 -1.722 -0.10 -0.09 -0.04
H 7.366 0.692 -2.772 0.05 -0.09 0.08
H 7.597 -1.877 -1.148 -0.06 0.03 -0.02
H 7.086 -1.660 -2.837 -0.21 -0.07 0.17

---

Record 4
53
Properties=species:S:1:pos:R:3:forces:R:3 method="wB97M-V/def2-TZVPD" total_energy_ha=-1379.1097 relative_energy_kcal_mol=28.05 smiles="CCc1ccc(OCc2n[nH]c(=S)n2[C@H](C)CCCC(C)C)cc1" homo_energy_ev=-7.99 largest_force_ev_per_a=1.02 gap_ev=8.704
C 0.613 -0.236 5.524 -0.10 -0.20 -0.06
C 0.161 -0.913 4.229 0.09 0.18 0.14
C 0.446 -0.035 3.046 -0.18 -0.11 0.00
C -0.495 0.873 2.587 0.17 -0.13 0.08
C -0.236 1.708 1.511 0.02 0.28 -0.23
C 0.996 1.643 0.878 0.11 -0.14 0.15
O 1.367 2.392 -0.213 0.12 -0.23 0.15
C 0.477 3.359 -0.713 -0.05 0.29 -0.05
C -0.741 2.804 -1.380 -0.30 0.18 0.23
N -1.941 3.181 -1.067 0.24 0.47 0.56
N -2.756 2.520 -1.917 0.90 -0.28 -0.24
C -2.063 1.722 -2.772 -0.17 0.20 0.19
S -2.729 0.798 -3.952 -0.49 -0.48 -0.61
N -0.745 1.906 -2.413 -0.93 0.29 0.30
C 0.410 1.259 -3.011 0.40 -0.44 -0.66
C 0.557 1.712 -4.462 0.02 0.02 0.16
C 0.290 -0.265 -2.901 0.03 0.15 0.42
C 0.208 -0.737 -1.451 -0.01 -0.23 -0.36
C 0.075 -2.254 -1.357 0.16 0.27 0.36
C 0.055 -2.768 0.087 -0.16 -0.23 -0.18
C -1.228 -2.368 0.811 0.30 0.09 -0.05
C 0.206 -4.288 0.100 0.10 0.29 0.08
C 1.958 0.746 1.340 -0.03 0.21 -0.14
C 1.681 -0.080 2.408 -0.07 0.10 -0.06
H 0.089 0.708 5.659 -0.02 0.10 0.04
H 1.681 -0.031 5.490 0.10 0.05 0.04
H 0.408 -0.873 6.380 0.01 -0.01 0.14
H -0.910 -1.120 4.286 0.01 -0.09 -0.05
H 0.687 -1.864 4.118 -0.08 -0.06 -0.03
H -1.461 0.929 3.069 -0.12 -0.01 0.05
H -1.001 2.391 1.178 -0.06 0.04 -0.03
H 1.064 3.925 -1.446 -0.10 -0.04 0.16
H 0.139 4.045 0.074 0.02 -0.06 -0.14
H -3.755 2.640 -1.892 0.10 -0.07 -0.07
H 1.278 1.588 -2.431 -0.18 -0.04 -0.04
H 1.457 1.280 -4.891 0.13 -0.04 -0.04
H -0.300 1.383 -5.044 -0.02 0.00 -0.05
H 0.626 2.796 -4.522 0.03 0.10 -0.04
H -0.595 -0.593 -3.447 0.10 0.00 -0.05
H 1.165 -0.706 -3.381 0.07 0.01 -0.06
H -0.650 -0.268 -0.965 0.00 0.08 0.08
H 1.106 -0.423 -0.914 -0.02 0.04 0.07
H -0.840 -2.569 -1.864 -0.06 -0.09 -0.08
H 0.918 -2.710 -1.881 0.02 -0.07 -0.08
H 0.904 -2.326 0.623 0.01 0.00 -0.03
H -1.305 -1.288 0.906 -0.09 0.12 0.03
H -1.243 -2.792 1.812 -0.06 -0.03 0.15
H -2.098 -2.735 0.269 -0.15 -0.06 -0.07
H 0.207 -4.664 1.121 -0.01 -0.11 0.10
H 1.136 -4.588 -0.376 0.09 -0.09 -0.06
H -0.619 -4.753 -0.435 -0.12 -0.10 -0.07
H 2.914 0.713 0.841 0.11 -0.01 -0.07
H 2.434 -0.775 2.751 0.09 -0.09 0.04